DFT (ωB97M-V/def2-TZVPD) results for C42H77AsF6N14 as an isolated structure at a distorted geometry.

Last column: Mulliken charge in e.
Positions of all 140 atoms, in Å:
1 C -1.7931 -4.1318 3.5853  -1.017
2 C -1.8115 -4.4113 5.0788  -0.529
3 N -3.2135 -4.0369 5.5909  0.092
4 C -3.6286 -2.8171 5.9616  -0.343
5 C -4.8265 -2.9962 6.5897  -0.413
6 N -5.0932 -4.3077 6.4893  0.010
7 C -4.1207 -4.9521 5.9089  0.054
8 C -6.3924 -4.9051 6.8223  -0.790
9 H -2.4858 -4.8455 3.1055  0.306
10 H -0.8128 -4.3201 3.1790  0.365
11 H -2.0811 -3.1121 3.2585  0.338
12 H -1.0972 -3.8049 5.6501  0.353
13 H -1.7160 -5.4746 5.3362  0.294
14 H -3.1653 -1.8698 5.7583  0.418
15 H -5.5280 -2.3727 7.0580  0.509
16 H -4.0152 -5.9953 5.7565  0.370
17 H -6.3049 -5.9370 6.4665  0.280
18 H -7.1429 -4.2674 6.3782  0.362
19 H -6.5072 -4.9374 7.9219  0.340
20 C 5.0554 -4.0980 4.1355  -0.982
21 C 6.2367 -3.4715 4.8915  -0.519
22 N 7.5239 -3.6259 4.0560  0.101
23 C 7.8576 -2.8426 3.0187  -0.415
24 C 9.1678 -3.1866 2.6588  -0.177
25 N 9.5213 -4.2110 3.4741  0.044
26 C 8.5121 -4.4926 4.3143  -0.120
27 C 10.7944 -4.8268 3.5097  -0.748
28 H 5.2587 -5.1177 3.7881  0.335
29 H 4.7841 -3.5047 3.2418  0.302
30 H 4.1870 -4.1384 4.7819  0.356
31 H 6.4261 -3.9812 5.8193  0.315
32 H 6.1689 -2.3828 5.0721  0.342
33 H 7.2932 -1.9767 2.7521  0.420
34 H 9.7618 -2.7229 1.8747  0.407
35 H 8.4476 -5.1170 5.1729  0.392
36 H 10.6452 -5.9390 3.5113  0.351
37 H 11.3594 -4.5295 4.4304  0.321
38 H 11.2495 -4.5156 2.5468  0.277
39 C -6.9168 7.3814 -4.1324  -1.096
40 C -7.7730 6.8101 -2.9956  -0.445
41 N -7.1942 5.5171 -2.4878  0.142
42 C -5.9662 5.3226 -1.9014  -0.536
43 C -5.8270 4.0105 -1.5962  -0.332
44 N -7.0156 3.4617 -1.8442  0.038
45 C -7.8566 4.3006 -2.4121  -0.052
46 C -7.3244 2.0486 -1.6433  -0.814
47 H -6.7263 6.6404 -4.8995  0.335
48 H -6.0266 7.8133 -3.6959  0.339
49 H -7.4377 8.2058 -4.6012  0.378
50 H -8.7936 6.7102 -3.3118  0.367
51 H -7.8297 7.4844 -2.1158  0.313
52 H -5.2789 6.1105 -1.7518  0.429
53 H -5.0550 3.4582 -1.1569  0.518
54 H -8.8128 4.2178 -2.8702  0.416
55 H -8.3751 1.9793 -1.3318  0.368
56 H -6.6523 1.7063 -0.8881  0.281
57 H -7.3068 1.5259 -2.5725  0.350
58 C 3.4973 -0.6046 -2.9922  -0.912
59 C 3.6460 -2.0788 -3.2687  -0.641
60 N 3.7620 -2.2479 -4.7486  0.161
61 C 2.6982 -2.3691 -5.6000  -0.420
62 C 3.1369 -2.3351 -6.8653  -0.505
63 N 4.4931 -2.1641 -6.7806  0.041
64 C 4.8797 -2.1094 -5.5131  0.044
65 C 5.4304 -2.0723 -7.9041  -0.753
66 H 2.6500 -0.2071 -3.5472  0.336
67 H 4.4008 -0.0493 -3.2538  0.425
68 H 3.3264 -0.4765 -1.9189  0.284
69 H 2.8096 -2.7260 -3.0126  0.332
70 H 4.5509 -2.5014 -2.8092  0.280
71 H 1.6863 -2.4958 -5.3118  0.503
72 H 2.6083 -2.4626 -7.7770  0.483
73 H 5.8993 -2.0961 -5.1933  0.372
74 H 6.4208 -2.1334 -7.4123  0.254
75 H 5.2447 -1.1583 -8.5011  0.323
76 H 5.2916 -2.9260 -8.5253  0.379
77 C 1.5872 7.5708 -5.4225  -1.087
78 C 1.9472 6.1648 -5.8078  -0.480
79 N 1.7750 5.3314 -4.6813  0.174
80 C 0.6102 4.7190 -4.2770  -0.628
81 C 0.8494 3.9988 -3.1544  -0.244
82 N 2.1396 4.2120 -2.8949  0.123
83 C 2.7378 4.9231 -3.8780  -0.010
84 C 2.7607 3.7300 -1.6513  -0.655
85 H 2.0057 8.2461 -6.1722  0.371
86 H 2.0335 7.9203 -4.4800  0.342
87 H 0.5139 7.6757 -5.3515  0.343
88 H 3.0269 6.1310 -6.0654  0.294
89 H 1.3875 5.8012 -6.6666  0.348
90 H -0.3085 4.7336 -4.8867  0.389
91 H 0.3277 3.2825 -2.5409  0.530
92 H 3.7940 5.1179 -4.0481  0.360
93 H 3.8316 3.6846 -1.8530  0.306
94 H 2.2906 2.8046 -1.3970  0.215
95 H 2.5806 4.5413 -0.9257  0.317
96 C -2.2531 -5.9524 -1.8912  -1.065
97 C -1.0034 -6.7250 -1.4308  -0.563
98 N -0.4673 -7.6124 -2.4937  0.113
99 C 0.5386 -7.2731 -3.3001  -0.218
100 C 0.6030 -8.1964 -4.2956  -0.527
101 N -0.4000 -9.1294 -4.0109  0.126
102 C -1.0192 -8.7336 -2.9204  0.036
103 C -0.7658 -10.3346 -4.7586  -0.765
104 H -2.4294 -5.1366 -1.1612  0.340
105 H -3.1326 -6.6024 -1.9226  0.370
106 H -2.1063 -5.4841 -2.8510  0.344
107 H -1.3005 -7.3205 -0.5695  0.296
108 H -0.1698 -6.0941 -1.1881  0.353
109 H 1.1847 -6.4292 -3.1732  0.449
110 H 1.3870 -8.4737 -4.9912  0.379
111 H -1.9592 -9.1460 -2.5880  0.358
112 H 0.1602 -10.8518 -5.0397  0.330
113 H -1.3152 -10.1165 -5.7245  0.326
114 H -1.4458 -10.9191 -4.1548  0.315
115 C -4.3186 9.1366 6.9947  -1.011
116 C -3.4640 9.3553 5.7300  -0.489
117 N -2.3752 8.3663 5.5780  0.088
118 C -1.0750 8.7348 5.5752  -0.211
119 C -0.3529 7.6130 5.4721  -0.585
120 N -1.2652 6.5898 5.4003  0.076
121 C -2.5281 7.0829 5.4077  0.076
122 C -0.9131 5.2063 4.9266  -0.844
123 H -4.8584 8.2178 6.8055  0.366
124 H -5.0910 9.8935 6.9076  0.364
125 H -3.7262 9.2303 7.9049  0.336
126 H -2.8448 10.2463 5.7344  0.269
127 H -4.0277 9.3369 4.7754  0.336
128 H -0.7476 9.7430 5.7052  0.430
129 H 0.6867 7.3989 5.4740  0.481
130 H -3.3943 6.4458 5.3504  0.342
131 H -0.3464 5.2752 3.9884  0.346
132 H -1.7952 4.5766 4.7735  0.309
133 H -0.2442 4.7372 5.6585  0.320
134 As 0.2835 -0.3733 -0.5023  1.983
135 F -0.7116 0.9556 -0.8545  -0.511
136 F 0.3516 -0.7050 -2.1475  -0.450
137 F 1.4822 -1.6147 -0.2155  -0.521
138 F 0.0590 -0.1832 1.2297  -0.536
139 F -1.0682 -1.4210 -0.3840  -0.518
140 F 1.5095 0.7820 -0.4708  -0.444

Computed properties:
HOMO energy (hartree): -0.70199
Energy above the lowest of the compared OMol25 structures with the same formula, charge and spin (kcal per mole): 0.0
Total charge: +6
LUMO level (eV): -8.8


DFT (ωB97M-V/def2-TZVPD) results for a 10-piece molecular cluster, C42H77F6N17O12S6 overall at a distorted geometry.

Last column: Mulliken charge in e.
Positions of all 160 atoms, in Å:
1 C 4.3884 -2.4026 -5.3203  -1.211
2 C 4.8773 -1.2548 -4.4955  -0.204
3 N 4.9056 -1.5610 -3.1041  0.450
4 C 3.7588 -1.7295 -2.2779  -1.065
5 C 4.1473 -2.0007 -0.9909  -0.562
6 N 5.5562 -1.9647 -0.9203  0.297
7 C 5.9586 -1.6850 -2.2312  -0.337
8 C 6.3861 -2.2651 0.2491  -0.555
9 H 3.3611 -2.6848 -5.0897  0.272
10 H 5.0293 -3.2775 -5.2110  0.341
11 H 4.2554 -2.2146 -6.3857  0.443
12 H 4.1458 -0.4562 -4.6194  0.044
13 H 5.8605 -0.8843 -4.7855  0.439
14 H 2.7838 -1.6127 -2.7275  0.680
15 H 3.6183 -2.2114 -0.0732  0.566
16 H 7.0060 -1.7852 -2.4749  0.531
17 H 5.9628 -3.0363 0.8926  0.151
18 H 6.4926 -1.4114 0.9185  0.257
19 H 7.3238 -2.6996 -0.0972  0.379
20 C 2.8144 4.2393 2.2872  -0.896
21 C 2.0461 3.2270 3.1648  0.139
22 N 0.7633 3.7246 3.5106  0.765
23 C 0.4149 4.5346 4.5117  -0.269
24 C -0.9386 4.8224 4.3293  -0.899
25 N -1.4382 4.1059 3.2565  0.407
26 C -0.3695 3.4040 2.8018  -0.062
27 C -2.7641 4.1972 2.6401  -0.979
28 H 3.3621 4.9954 2.8498  0.483
29 H 2.3834 4.6804 1.3884  0.300
30 H 3.6042 3.5979 1.8962  -0.141
31 H 2.5765 3.1049 4.1092  0.482
32 H 1.9169 2.2258 2.7536  -0.472
33 H 1.1643 4.8985 5.1989  0.623
34 H -1.5509 5.5586 4.8288  0.548
35 H -0.4433 2.6705 2.0126  -0.110
36 H -3.1603 5.2080 2.7379  0.408
37 H -3.4564 3.4981 3.1093  0.358
38 H -2.6777 3.9641 1.5789  0.304
39 C 0.7914 -5.1292 -0.2532  -0.393
40 C -0.2896 -6.0176 -0.9053  -0.564
41 N -1.5491 -5.3045 -0.9786  0.288
42 C -2.7903 -5.8135 -0.5996  -0.460
43 C -3.7823 -4.8376 -0.7763  -0.416
44 N -3.1134 -3.7185 -1.2793  0.340
45 C -1.7988 -4.0160 -1.4173  -0.370
46 C -3.7207 -2.4694 -1.6641  -1.021
47 H 0.9196 -4.3028 -0.9522  -0.097
48 H 1.7867 -5.5731 -0.2355  0.542
49 H 0.4659 -4.7491 0.7152  0.117
50 H -0.3748 -6.9912 -0.4226  0.384
51 H 0.0556 -6.2047 -1.9221  0.259
52 H -2.7618 -6.8209 -0.2116  0.469
53 H -4.8562 -4.7330 -0.7296  0.500
54 H -1.0120 -3.3388 -1.7155  0.355
55 H -4.1105 -1.9850 -0.7688  0.354
56 H -4.5386 -2.6940 -2.3488  0.504
57 H -3.0327 -1.7658 -2.1328  0.243
58 C 0.6733 0.4071 -4.5559  -0.271
59 C 0.9888 -0.2317 -5.8770  -0.721
60 N -0.2363 -0.1788 -6.6790  0.269
61 C -1.4848 -0.6532 -6.3365  -0.379
62 C -2.3927 -0.4830 -7.3886  -0.449
63 N -1.7629 0.3681 -8.3195  0.145
64 C -0.4250 0.4750 -7.9010  -0.235
65 C -2.3995 1.0051 -9.4574  -0.774
66 H -0.1701 -0.1093 -4.0975  0.229
67 H 0.4802 1.4661 -4.7270  0.350
68 H 1.5329 0.2630 -3.9014  -0.123
69 H 1.2541 -1.2865 -5.8045  0.307
70 H 1.8203 0.1311 -6.4812  0.364
71 H -1.7401 -1.1913 -5.4356  0.537
72 H -3.4521 -0.6469 -7.2573  0.381
73 H 0.3002 1.1314 -8.3588  0.393
74 H -2.0880 2.0482 -9.5124  0.311
75 H -3.4809 0.8690 -9.4637  0.312
76 H -2.0586 0.4370 -10.3230  0.363
77 C -4.7422 3.1970 -2.1488  -1.600
78 C -4.9813 1.7131 -1.9828  0.168
79 N -6.0589 1.3716 -1.0385  0.352
80 C -6.6438 0.0989 -0.8771  -0.448
81 C -7.6919 0.2450 -0.0001  -0.789
82 N -7.8313 1.5968 0.3406  0.217
83 C -6.7928 2.2230 -0.2203  -0.198
84 C -8.7392 2.2328 1.2657  -0.840
85 H -4.0533 3.5427 -2.9195  0.374
86 H -4.3471 3.6565 -1.2428  0.287
87 H -5.6637 3.7140 -2.4161  0.456
88 H -4.0249 1.2884 -1.6777  0.054
89 H -5.2284 1.2323 -2.9293  0.430
90 H -6.2464 -0.7093 -1.4732  0.605
91 H -8.4812 -0.4180 0.3220  0.495
92 H -6.6422 3.2850 -0.0945  0.407
93 H -8.3113 3.2026 1.5196  0.293
94 H -8.8844 1.5511 2.1037  0.377
95 H -9.6531 2.5052 0.7377  0.341
96 C 0.6472 1.7518 6.1666  -1.302
97 C 1.4767 0.7301 5.4390  0.717
98 N 0.7393 -0.5217 5.2804  0.786
99 C 0.1624 -1.2275 6.2796  -0.472
100 C -0.5630 -2.2751 5.7330  -0.679
101 N -0.2232 -2.3156 4.3976  0.546
102 C 0.3519 -1.1104 4.1028  -0.903
103 C -0.7077 -3.2747 3.4321  -0.856
104 H 1.2258 2.6608 6.3307  0.350
105 H 0.2498 1.5334 7.1578  0.488
106 H -0.2506 1.9040 5.5676  0.278
107 H 2.5224 0.5926 5.7140  0.323
108 H 1.6473 1.1291 4.4391  -0.938
109 H 0.2044 -0.9891 7.3322  0.636
110 H -1.2525 -3.0261 6.0893  0.558
111 H 0.6272 -0.7343 3.1285  0.340
112 H 0.1641 -3.7969 3.0378  0.232
113 H -1.3306 -2.8253 2.6587  0.151
114 H -1.3996 -3.9829 3.8879  0.456
115 C 6.3996 2.6483 0.9514  -1.250
116 C 5.6283 1.4895 0.3984  -0.135
117 N 4.5962 1.9520 -0.5638  0.693
118 C 4.8690 2.3091 -1.8682  -0.744
119 C 3.6617 2.6056 -2.5255  -0.606
120 N 2.6703 2.5901 -1.5830  0.469
121 C 3.2449 2.2209 -0.3490  -0.520
122 C 1.2878 3.0118 -1.8342  -0.499
123 H 6.9870 2.3940 1.8338  0.468
124 H 5.7533 3.3883 1.4235  0.221
125 H 7.0512 3.1382 0.2278  0.370
126 H 5.1855 0.8461 1.1586  -0.153
127 H 6.2299 0.7442 -0.1219  0.302
128 H 5.8638 2.1401 -2.2533  0.582
129 H 3.4577 2.7642 -3.5742  0.574
130 H 2.6835 1.9975 0.5462  0.609
131 H 1.3622 4.0311 -2.2133  0.559
132 H 0.6963 2.9940 -0.9189  -0.017
133 H 0.7479 2.3389 -2.5005  -0.146
134 N 5.0414 -2.4902 3.2037  -0.411
135 S 4.2751 -1.5137 3.9935  0.964
136 O 3.9613 -1.9028 5.3731  -0.640
137 O 3.3602 -0.6066 3.3142  -0.259
138 F 5.5298 -0.4786 4.4092  -0.464
139 S 3.7352 -3.5883 3.0258  1.053
140 O 2.6938 -3.1671 2.1181  -0.349
141 O 3.4224 -4.4688 4.1266  -0.591
142 F 4.5497 -4.6451 2.1156  -0.364
143 N -5.2109 -0.5622 4.7076  -0.493
144 S -3.7831 -0.2210 4.4520  1.024
145 O -3.3293 1.0420 4.9500  -0.688
146 O -3.1996 -0.7623 3.2376  -0.378
147 F -3.0962 -1.1949 5.5314  -0.318
148 S -5.9105 0.6016 3.7392  1.094
149 O -5.3902 0.6782 2.3757  -0.280
150 O -6.2682 1.8588 4.3851  -0.607
151 F -7.2971 -0.2044 3.4506  -0.318
152 N 0.1294 0.5745 0.9799  0.448
153 S 0.7185 -0.4338 0.0094  -0.259
154 O 1.1594 0.1225 -1.2778  0.104
155 O 0.4886 -1.8513 0.0377  -0.249
156 F 2.1389 -0.3239 0.7610  0.077
157 S -1.4114 0.2196 0.3942  0.396
158 O -2.0110 -1.0730 0.7120  -0.158
159 O -1.6363 0.7938 -0.9351  -0.700
160 F -2.0217 1.3671 1.3868  -0.055

Computed properties:
HOMO energy (hartree): -0.58319
Energy above the lowest of the compared OMol25 structures with the same formula, charge and spin (kcal per mole): 0.0
Total charge: +4
LUMO level (eV): -8.2


Sequential gap between HOMO and LUMO output: 10.307, 7.677 eV